Entry 1:
ORCA calculation (ωB97M-V/def2-TZVPD) on an isolated molecule of Cl3HO3Si in a non-equilibrium geometry.

Structure (XYZ):
```
8
Properties=species:S:1:pos:R:3:forces:R:3
Cl -2.717 0.380 -1.026 0.6 -0.1 0.3
O -1.349 -0.492 -0.569 -1.3 -0.3 -0.7
Si -0.083 0.090 0.252 1.9 1.7 -2.3
O 0.784 1.182 -0.927 -1.3 -1.8 1.7
Cl 2.272 1.826 -0.492 -0.2 -0.2 0.2
O 0.888 -1.254 0.267 0.2 -0.6 1.1
Cl 0.738 -2.721 1.179 -0.2 1.6 -0.7
H -0.533 0.989 1.315 0.3 -0.4 0.4
```
Forces are in eV/Å.

The structure (SMILES) is ClO[SiH](OCl)OCl. The value obtained for the energy is -51601.0780 eV. Its energy relative to the best compared isomer or geometry (same formula, charge and spin) is 109.2 kJ/mol.


Entry 2:
ORCA calculation (ωB97M-V/def2-TZVPD) on an isolated molecule of C6H14N2O2 in a non-equilibrium geometry.

Structure (XYZ):
```
24
Properties=species:S:1:pos:R:3:forces:R:3
N 0.952 0.197 3.758 0.0 -1.7 0.0
C 1.159 -0.518 2.522 -0.9 1.5 -1.9
C 0.192 -0.527 1.297 -0.9 0.2 -0.6
C 0.061 0.887 0.514 0.8 -2.2 0.9
C -0.998 0.889 -0.631 0.9 1.8 1.8
C -0.831 0.038 -1.842 0.7 0.0 0.1
N -0.773 -1.355 -1.474 -1.7 -0.7 2.1
C 0.351 0.277 -2.778 -0.5 0.6 2.4
O 1.493 0.524 -2.626 3.2 0.6 2.7
O -0.024 0.202 -3.979 -4.2 -1.0 -4.1
H 0.780 1.125 3.542 -0.5 2.2 0.0
H 0.196 -0.181 4.317 0.0 0.1 -0.2
H 1.428 -1.474 2.725 0.4 -3.2 0.9
H 2.034 -0.181 2.046 1.7 1.0 -0.2
H 0.425 -1.359 0.575 0.6 1.0 0.7
H -0.789 -0.884 1.623 -0.5 0.5 0.2
H 1.089 1.180 0.275 -0.2 -0.1 -0.7
H -0.212 1.589 1.289 -0.6 0.4 0.1
H -1.172 1.968 -0.914 0.0 -1.1 0.1
H -1.874 0.509 -0.095 -0.4 0.3 -0.4
H -1.686 0.232 -2.454 -0.7 0.3 -0.6
H -0.902 -1.881 -2.299 -0.1 -1.0 -1.0
H -1.641 -1.565 -0.878 1.8 0.3 -1.1
H 0.741 0.308 -4.512 1.3 0.2 -1.1
```
Forces are in eV/Å.

The structure (SMILES) is NCCCC[C@H](N)C(=O)O. The value obtained for the energy is -13523.2003 eV. Its energy relative to the best compared isomer or geometry (same formula, charge and spin) is 233.9 kJ/mol.


Entry 3:
ORCA calculation (ωB97M-V/def2-TZVPD) on a cluster of 2 separate species, C3H12N3S2 in total.

Structure (XYZ):
```
20
Properties=species:S:1:pos:R:3:forces:R:3
S -0.449 -1.467 -1.160 0.0 -0.1 0.1
S 0.145 0.343 -1.887 0.0 0.1 0.0
C 0.452 -2.617 -2.221 0.5 -0.5 -0.3
C -0.999 0.595 -3.261 -0.6 0.2 -0.5
H 0.221 -3.638 -1.873 0.0 0.4 -0.1
H 1.542 -2.461 -2.152 -0.5 0.0 0.1
H 0.151 -2.529 -3.279 0.0 0.0 0.5
H -0.881 -0.173 -4.045 0.1 0.3 0.4
H -2.048 0.590 -2.919 0.5 0.0 -0.1
H -0.777 1.582 -3.699 0.0 -0.4 0.2
C 0.264 0.977 2.650 0.0 -0.1 -0.2
N -0.076 1.807 1.664 -0.1 0.2 0.0
N 0.480 -0.312 2.390 0.1 -0.1 0.1
N 0.388 1.437 3.894 0.0 0.2 0.4
H -0.242 2.797 1.863 0.1 -0.8 -0.3
H -0.171 1.455 0.708 0.0 0.3 0.3
H 0.385 -0.664 1.435 0.1 -0.1 0.5
H 0.741 -0.949 3.147 -0.2 0.4 -0.7
H 0.649 0.800 4.651 -0.2 0.7 -0.5
H 0.222 2.426 4.093 0.2 -0.8 0.1
```
Forces are in eV/Å.

The value obtained for the energy is -29441.7151 eV. As for the charge: +1. Its energy relative to the best compared isomer or geometry (same formula, charge and spin) is 0.0 kJ/mol.


Entry 4:
ORCA calculation (ωB97M-V/def2-TZVPD) on a cluster of 11 separate species, H22O11 in total in a non-equilibrium geometry.

Structure (XYZ):
```
33
Properties=species:S:1:pos:R:3:forces:R:3
O 3.566 0.888 -0.578 0.7 -0.1 -0.8
H 3.059 1.204 0.170 -0.6 0.3 0.7
H 3.096 0.109 -0.874 -0.2 -0.2 0.0
O -1.251 -2.987 -0.954 -0.2 -0.2 0.2
H -1.276 -3.882 -1.293 -0.1 -0.2 -0.1
H -0.536 -2.569 -1.433 0.4 0.4 -0.2
O 2.008 2.075 1.303 0.9 0.1 0.0
H 1.135 1.858 1.630 -0.7 -0.3 0.2
H 1.972 3.016 1.129 0.0 0.3 -0.1
O 0.486 -0.596 -3.411 -0.1 -0.6 -0.3
H -0.360 -0.164 -3.526 -0.1 0.2 0.0
H 0.774 -0.332 -2.537 0.1 0.2 0.4
O -0.468 1.986 -1.020 0.0 -0.2 -0.6
H -0.733 1.987 -0.100 -0.2 0.3 1.1
H -1.274 2.171 -1.502 -0.3 0.0 -0.1
O 0.156 -3.365 3.114 0.4 -0.7 0.5
H -0.303 -2.695 2.608 -0.2 0.6 -0.2
H 0.416 -4.020 2.466 0.1 -0.1 -0.1
O -2.923 -0.516 -0.356 -0.5 0.5 -0.2
H -2.292 -1.059 0.118 0.2 -0.3 0.3
H -2.623 -0.537 -1.264 0.1 -0.1 -0.2
O 0.413 -0.647 -0.140 0.5 -0.3 -0.4
H -0.135 -1.212 0.406 -0.2 -0.3 0.4
H -0.080 0.170 -0.211 -0.1 0.4 -0.1
O -0.693 2.178 1.818 0.6 -0.3 -1.4
H -1.199 1.782 2.528 -0.8 -0.7 1.0
H -0.593 3.094 2.077 -0.1 1.0 0.3
O 1.678 2.286 -2.660 0.3 0.2 -0.8
H 2.401 2.131 -2.052 0.4 -0.2 0.3
H 0.890 2.152 -2.134 -0.2 0.1 0.4
O -1.501 -1.562 1.949 0.3 -0.5 -0.7
H -1.632 -0.777 2.481 0.0 1.0 0.5
H -2.178 -2.170 2.248 -0.5 -0.3 0.1
```
Forces are in eV/Å.

As for the spin multiplicity: 2. The value obtained for the energy is -22880.5870 eV. As for the charge: -1. Its energy relative to the best compared isomer or geometry (same formula, charge and spin) is 17.2 kJ/mol.


> Among the records above, which one has the highest energy?

C6H14N2O2


> The lowest energy belongs to which entry?

Cl3HO3Si